# 1
{"formula": "C26H21F5N2O4S2", "method": "wB97M-V/def2-TZVPD", "species": ["C", "C", "C", "C", "C", "S", "O", "O", "C", "F", "F", "C", "F", "F", "F", "C", "C", "C", "C", "C", "C", "C", "N", "C", "C", "N", "C", "C", "C", "C", "C", "O", "C", "C", "O", "C", "C", "C", "S", "H", "H", "H", "H", "H", "H", "H", "H", "H", "H", "H", "H", "H", "H", "H", "H", "H", "H", "H", "H", "H"], "positions_angstrom": [[-0.7775, -0.3198, -2.8340], [-0.6335, 0.8059, -3.5056], [0.2564, 1.9776, -3.1521], [0.9174, 1.8697, -1.7917], [2.3108, 1.7466, -1.6331], [3.4761, 1.7903, -2.9725], [3.1326, 2.7641, -3.9648], [4.8020, 1.8695, -2.4263], [3.3844, 0.0867, -3.7213], [3.5567, 0.1420, -5.0323], [2.1519, -0.3941, -3.4710], [4.3771, -0.9160, -3.0974], [4.1999, -0.9418, -1.7844], [4.1147, -2.1208, -3.5820], [5.6241, -0.6113, -3.3802], [2.9245, 1.5797, -0.3938], [2.1240, 1.5714, 0.7291], [0.7426, 1.7521, 0.6281], [0.1234, 1.8926, -0.6278], [-1.3493, 2.0566, -0.6677], [-1.9827, 3.1597, -1.2116], [-3.3637, 3.2282, -1.2037], [-4.1782, 2.3110, -0.6899], [-3.5452, 1.2549, -0.1706], [-2.1820, 1.0777, -0.1413], [-0.0365, 1.8242, 1.8297], [0.2119, 0.6898, 2.6823], [-0.8603, -0.0552, 3.1583], [-0.6128, -1.1677, 3.9659], [-1.7886, -2.0005, 4.4055], [-2.2692, -2.8872, 3.2411], [-1.1341, -3.3635, 2.5166], [-1.2974, -3.6923, 1.2214], [-2.6589, -4.0750, 0.7105], [-0.3407, -3.7362, 0.5231], [0.6965, -1.4918, 4.3126], [1.7762, -0.7460, 3.8465], [1.5199, 0.3406, 3.0192], [2.8097, 1.3555, 2.3483], [-1.4197, -1.0898, -3.2311], [-0.2943, -0.5374, -1.8948], [-1.1767, 0.9186, -4.4326], [0.9939, 2.0424, -3.9376], [-0.3552, 2.8720, -3.1539], [3.9930, 1.4746, -0.3209], [-1.4154, 3.9763, -1.6262], [-3.8358, 4.0944, -1.6472], [-4.1741, 0.4851, 0.2586], [-1.7670, 0.1748, 0.2746], [0.2870, 2.6540, 2.3286], [-1.8721, 0.2046, 2.8900], [-1.5310, -2.6221, 5.2565], [-2.6125, -1.3368, 4.6402], [-2.8885, -3.7090, 3.5961], [-2.8946, -2.2726, 2.5987], [-2.5487, -4.2624, -0.3481], [-2.9524, -5.0138, 1.1738], [-3.4194, -3.3187, 0.8587], [0.8701, -2.3546, 4.9380], [2.7917, -1.0067, 4.0955]], "forces_ev_per_a": [[-0.220, -0.177, -0.102], [0.162, 0.164, 0.194], [-0.223, -0.727, 0.476], [0.080, 0.112, -0.049], [-0.159, -0.154, 0.022], [0.978, 0.874, 0.040], [-0.561, -0.402, -0.159], [-0.144, -0.246, 0.216], [-0.513, -0.190, 0.371], [0.239, 0.224, -0.382], [-0.172, -0.053, -0.068], [-0.181, 0.248, -0.173], [0.026, -0.040, 0.475], [-0.087, -0.454, -0.177], [0.496, 0.101, -0.102], [-0.446, 0.091, -0.095], [-0.221, -0.046, 0.303], [-0.002, 0.042, -0.479], [0.693, -0.035, 0.267], [-0.272, -0.126, -0.070], [0.284, -0.021, 0.108], [-0.421, 0.323, -0.143], [0.655, -0.112, -0.012], [-0.513, -0.222, 0.140], [0.215, 0.053, -0.075], [0.205, 0.059, 0.064], [-0.359, -0.149, 0.066], [0.812, -0.375, 0.122], [-0.054, 0.431, 0.065], [0.346, -0.439, -0.685], [-0.056, 0.365, 0.271], [-0.459, 0.092, 0.416], [-0.486, -0.083, 0.087], [0.058, -0.135, -0.076], [1.162, -0.056, -0.714], [-0.011, 0.175, -0.100], [-0.540, 0.100, -0.145], [-0.108, 0.145, -0.131], [0.157, -0.083, -0.005], [-0.101, -0.143, 0.010], [0.199, 0.045, 0.124], [-0.052, 0.094, -0.181], [0.137, 0.378, -0.164], [0.038, 0.259, -0.290], [0.136, -0.059, -0.013], [0.073, 0.165, -0.055], [-0.129, 0.093, -0.007], [-0.146, -0.042, 0.003], [0.081, -0.149, 0.124], [-0.136, 0.052, 0.024], [-0.114, 0.205, -0.095], [-0.001, 0.034, 0.208], [-0.202, -0.013, 0.390], [0.042, -0.178, 0.075], [0.023, 0.090, -0.202], [0.006, 0.037, -0.198], [-0.232, 0.011, 0.224], [-0.162, 0.022, 0.149], [0.069, -0.090, 0.056], [0.116, -0.088, 0.053]], "lowdin_charge": [0.011, -0.150, -0.126, -0.117, -0.202, 0.787, -0.256, -0.271, -0.468, 0.160, 0.122, -0.615, 0.187, 0.195, 0.200, -0.059, -0.422, -0.179, -0.051, -0.175, -0.016, -0.139, 0.072, -0.140, -0.032, 0.066, -0.251, 0.038, -0.223, -0.104, -0.172, 0.009, -0.547, 0.016, 0.131, -0.020, -0.065, -0.448, 1.057, 0.062, 0.068, 0.104, 0.092, 0.108, 0.112, 0.117, 0.105, 0.101, 0.109, 0.140, 0.121, 0.116, 0.118, 0.130, 0.110, 0.088, 0.098, 0.075, 0.117, 0.107], "smiles": "C=CCc1c(S(=O)(=O)C(F)(F)C(F)(F)F)cc2c(c1-c1ccncc1)Nc1cc(CCOC(C)=O)ccc1S2", "e_lumo_ev": -0.02, "total_charge": 0, "multiplicity": 1, "e_homo_ev": -8.70, "orbital_gap_ev": 8.6787}

---

# 2
{"formula": "C4H5N3O", "method": "wB97M-V/def2-TZVPD", "species": ["C", "C", "C", "C", "H", "H", "H", "H", "H", "N", "N", "N", "O"], "positions_angstrom": [[-1.4956, -0.1312, -0.0013], [-0.3871, 1.1156, -0.0902], [0.9391, 0.3988, -0.2348], [0.7436, -0.9118, -0.0703], [-1.7871, -0.0978, 1.0745], [-2.3509, 0.0096, -0.8085], [-0.2759, 1.9974, 0.7001], [-0.8864, 1.5317, -1.0026], [-0.8398, -2.0573, 0.5914], [2.0686, 0.9175, 0.0544], [2.8347, -0.1657, 0.0447], [-0.5950, -1.4166, -0.0809], [2.0318, -1.1902, -0.1766]], "forces_ev_per_a": [[1.865, 0.751, 1.462], [-1.776, 0.950, -0.978], [-9.101, 4.378, 1.541], [0.014, 1.919, -1.791], [-0.873, -0.232, -1.072], [2.020, -0.852, 1.877], [-0.923, -2.227, -1.275], [1.589, 0.571, 0.434], [-0.284, -1.787, 1.755], [4.081, -1.903, -0.774], [0.807, 2.663, 0.154], [1.287, 2.830, -2.593], [1.294, -7.061, 1.259]], "lowdin_charge": [-0.095, -0.091, -0.390, -0.226, 0.101, 0.139, 0.144, 0.088, 0.073, 0.121, 0.031, 0.074, 0.029], "de_lowest_kcal_mol": 146.8, "smiles": "C1Cc2nnoc2N1", "e_lumo_ev": 0.66, "total_charge": 0, "multiplicity": 1, "e_homo_ev": -8.82, "orbital_gap_ev": 9.4715}

---

# 3
{"formula": "C5H22NO8", "method": "wB97M-V/def2-TZVPD", "species": ["C", "C", "C", "C", "C", "O", "O", "N", "H", "H", "H", "H", "H", "H", "H", "H", "H", "H", "H", "H", "O", "H", "H", "O", "H", "H", "O", "H", "H", "O", "H", "H", "O", "H", "H", "O"], "positions_angstrom": [[-0.1034, 2.6014, -0.2850], [0.9662, 1.4477, -0.2485], [0.2272, 0.1861, 0.0336], [0.9891, -1.0769, -0.5315], [0.3761, -1.2567, -1.8844], [-0.8088, -1.6769, -1.8094], [1.0240, -1.1124, -2.8891], [1.9122, 1.6772, 0.8819], [0.3677, 3.5628, -0.5389], [-0.8130, 2.1807, -1.0072], [-0.6327, 2.7846, 0.6594], [1.5606, 1.5095, -1.2011], [-0.7847, 0.2662, -0.4672], [-0.0612, -0.0142, 1.0817], [0.8400, -2.0604, -0.1341], [2.0700, -0.8447, -0.3834], [2.2424, 2.5286, 1.0553], [1.5699, 1.2930, 1.7505], [-0.8373, 0.0034, 2.6540], [-0.3217, -1.3395, 2.7655], [-0.1550, -0.4482, 3.2185], [2.9918, -0.4535, 1.9991], [3.3665, -0.3078, 0.5199], [2.9893, -0.9089, 1.1616], [-1.0289, -2.9072, 1.3919], [-0.9202, -2.6243, -0.1605], [-1.4771, -2.9352, 0.5490], [-0.8855, 0.9305, -2.7273], [0.6529, 0.7240, -2.8925], [-0.1054, 1.4035, -2.8297], [-3.0066, -0.2350, 1.8061], [-2.1932, -0.6717, 0.6835], [-2.1576, -0.6909, 1.6482], [-2.6985, -1.3059, -1.3508], [-2.2738, 0.1777, -1.4688], [-2.8813, -0.4064, -1.0507]], "forces_ev_per_a": [[0.401, -0.667, -0.130], [0.324, 2.723, 1.846], [-1.225, -2.364, -0.407], [0.371, 2.041, -0.087], [-0.357, -1.702, 1.534], [-0.671, -0.381, -0.399], [1.816, 0.999, -3.027], [-0.936, -4.579, -0.773], [-0.335, -0.290, -0.466], [0.034, 1.322, 0.068], [0.318, -0.505, 0.145], [-0.750, -0.495, 0.966], [1.505, -0.320, 0.540], [0.867, 0.906, -0.651], [-0.150, -0.164, 1.294], [-1.644, -0.522, -1.544], [1.314, 4.492, 0.257], [-0.292, -0.092, -0.089], [0.545, -0.156, 0.940], [0.719, 1.608, 1.308], [-0.789, -1.441, -1.319], [0.064, 0.391, 0.221], [0.094, 0.565, 0.261], [1.045, -1.195, 0.967], [0.258, 0.131, -0.131], [0.476, 0.527, -0.802], [-1.022, -1.249, 0.500], [-1.874, -1.758, -0.118], [-1.878, 0.734, -0.186], [3.561, 0.842, -1.002], [0.473, -0.308, 0.381], [0.250, -0.429, -0.712], [-1.763, 1.131, 0.476], [0.733, 0.272, -0.255], [0.716, 0.055, -0.678], [-2.198, -0.123, 1.072]], "lowdin_charge": [-0.067, -0.393, -0.165, -0.087, -0.772, -0.083, 0.006, 0.047, 0.072, 0.044, 0.072, 0.143, 0.081, 0.074, 0.098, 0.081, 0.001, 0.063, 0.007, 0.052, -0.139, 0.031, 0.029, -0.079, 0.018, -0.022, -0.056, -0.019, 0.067, -0.075, 0.080, 0.002, -0.097, 0.048, -0.004, -0.057], "de_lowest_kcal_mol": 107.7, "e_lumo_ev": 3.14, "total_charge": -1, "multiplicity": 1, "e_homo_ev": -5.13, "orbital_gap_ev": 8.2731}

---

# 4
{"formula": "C4S8Tc", "method": "wB97M-V/def2-TZVPD", "species": ["Tc", "S", "C", "S", "C", "C", "S", "S", "S", "S", "C", "S", "S"], "positions_angstrom": [[0.0713, -0.1436, -0.0263], [-4.8838, 4.7964, -1.8690], [-3.7713, 3.7054, -1.4476], [-3.4465, 2.2532, -2.3671], [-2.2300, 1.5906, -1.3497], [-1.9199, 2.3059, -0.2584], [-0.7182, 1.7323, 0.8303], [-2.7928, 3.7992, -0.0192], [-1.4468, 0.0638, -1.7268], [2.8207, -3.3379, 0.4400], [1.9412, -2.0239, 0.5978], [0.3495, -1.8828, 1.3918], [2.3058, -0.4253, -0.1187]], "forces_ev_per_a": [[-0.019, 0.162, 0.245], [-0.255, 0.324, -0.125], [0.228, -0.483, 0.081], [-0.273, 0.043, -0.402], [-0.007, 0.083, 0.102], [-0.468, 0.196, -0.426], [0.729, -0.565, 0.394], [0.177, 0.048, 0.205], [0.228, -0.062, 0.208], [0.337, -0.509, 0.031], [-0.298, 0.513, -0.003], [-0.067, 0.219, -0.273], [-0.312, 0.031, -0.037]], "mulliken_spin": [1.174, -0.009, 0.002, -0.009, -0.044, 0.016, -0.108, 0.008, 0.006, 0.101, -0.014, -0.060, -0.064], "s_squared": 0.813, "e_lumo_ev": [-3.35, -2.70], "total_charge": 0, "multiplicity": 2, "e_homo_ev": [-8.32, -8.33], "orbital_gap_ev": [4.9665, 5.6385]}